DFT (ωB97M-V/def2-TZVPD) results for a 10-piece molecular cluster, C37H66F21N3O17 overall at a distorted geometry.

Output
Spin multiplicity: 2
E_tot (Ha): -4989.32956
Frontier orbital gap (alpha / beta) (eV): 3.5 / 1.8
E_HOMO (alpha / beta) (eV): -0.4 / -0.4
Total charge: -3

Atoms and positions in Å:
C -4.077 -5.969 2.851
C -3.150 -4.787 3.133
O -2.141 -4.907 3.809
N -3.644 -3.449 2.565
H -3.102 -3.059 1.808
H -4.504 -3.638 2.069
C -3.833 -2.276 3.595
H -3.751 -6.995 3.020
H -4.328 -5.956 1.790
H -4.924 -5.886 3.533
H -4.232 -1.412 3.064
H -2.815 -1.986 3.853
H -4.415 -2.526 4.482
C 0.790 -2.184 2.772
C 1.529 -2.804 1.644
O 2.740 -2.623 1.501
N 0.625 -3.512 0.601
H 0.224 -4.308 1.077
H -0.134 -2.886 0.371
C 1.438 -4.029 -0.602
H 0.530 -2.973 3.477
H -0.032 -1.688 2.255
H 1.335 -1.409 3.311
H 2.273 -4.589 -0.182
H 1.671 -3.233 -1.309
H 0.710 -4.656 -1.118
C -2.765 -3.936 -2.945
C -4.038 -3.021 -3.011
O -4.773 -2.956 -3.978
N -4.493 -2.328 -1.721
H -5.189 -2.871 -1.229
H -3.762 -2.433 -1.033
C -5.009 -0.836 -2.019
H -1.933 -3.390 -2.500
H -2.601 -4.354 -3.939
H -3.175 -4.721 -2.310
H -6.021 -0.718 -2.407
H -4.265 -0.295 -2.604
H -5.022 -0.325 -1.056
C -1.465 -0.553 7.429
O -2.274 0.039 6.366
O -2.304 -0.601 8.551
C -0.770 -1.829 6.912
F -0.175 -1.548 5.748
F 0.058 -2.313 7.802
F -1.712 -2.751 6.703
C -1.664 0.971 5.456
C -2.777 1.661 4.695
H -2.543 2.113 3.731
H -3.554 0.926 4.485
H -3.191 2.412 5.369
H -1.057 0.437 4.725
H -1.072 1.693 6.019
H -0.757 0.244 7.654
C -6.046 2.457 0.100
O -6.979 1.945 1.108
O -6.718 2.722 -1.085
C -5.315 3.791 0.671
F -4.575 3.478 1.710
F -4.457 4.313 -0.276
F -6.166 4.731 1.035
C -6.458 1.474 2.336
C -7.487 0.815 3.158
H -7.863 -0.051 2.612
H -7.026 0.285 3.992
H -8.233 1.563 3.426
H -6.092 2.303 2.941
H -5.648 0.765 2.163
H -5.429 1.561 0.041
C -1.757 2.831 -7.320
O -1.927 2.557 -5.940
O -2.962 3.527 -7.712
C -0.202 3.318 -7.443
F 0.092 3.898 -8.635
F 0.167 4.224 -6.498
F 0.583 2.243 -7.409
C -1.831 1.248 -5.442
C -1.541 1.544 -3.967
H -2.428 2.038 -3.570
H -1.363 0.608 -3.437
H -0.704 2.242 -3.975
H -1.260 0.494 -5.984
H -2.838 0.840 -5.528
H -1.868 1.895 -7.866
C 8.149 0.163 1.033
O 7.139 1.125 0.646
O 8.538 0.653 2.272
C 7.719 -1.353 0.907
F 8.596 -2.199 1.373
F 6.620 -1.709 1.513
F 7.676 -1.682 -0.361
C 6.769 1.182 -0.764
C 5.881 2.336 -0.913
H 5.613 2.482 -1.959
H 4.936 2.159 -0.399
H 6.230 3.218 -0.376
H 6.272 0.364 -1.287
H 7.543 1.584 -1.419
H 9.004 0.358 0.385
C 2.831 3.352 1.732
O 1.699 4.235 1.821
O 3.953 4.183 1.924
C 2.788 2.004 2.508
F 3.672 1.036 2.139
F 3.007 2.183 3.823
F 1.532 1.566 2.300
C 0.475 3.861 1.118
C -0.260 5.176 0.962
H -0.396 5.546 1.978
H 0.356 5.883 0.407
H -1.223 5.003 0.480
H -0.180 3.166 1.643
H 0.726 3.584 0.094
H 2.901 3.024 0.695
C -1.493 -0.719 -0.205
O -0.046 -0.724 -0.211
O -1.919 -2.059 -0.006
C -2.003 0.469 0.740
F -1.772 1.667 0.155
F -3.303 0.376 0.885
F -1.484 0.565 1.987
C 0.705 -0.043 -1.231
C 2.119 0.215 -0.760
H 2.569 -0.727 -0.448
H 2.803 0.609 -1.513
H 1.998 0.907 0.073
H 0.267 0.891 -1.583
H 0.829 -0.620 -2.148
H -1.769 -0.332 -1.186
C 5.749 -0.801 -5.412
O 7.032 -0.942 -4.637
O 5.584 -1.917 -6.216
C 4.615 -0.368 -4.386
F 4.439 0.986 -4.485
F 3.392 -0.895 -4.650
F 4.928 -0.577 -3.132
C 7.758 0.207 -4.428
C 8.996 -0.197 -3.591
H 9.569 0.717 -3.432
H 8.828 -0.544 -2.572
H 9.636 -0.887 -4.142
H 7.248 0.920 -3.780
H 8.079 0.647 -5.371
H 5.932 0.057 -6.059

Atoms 1-6, force components in eV/Å:
C -0.284 0.470 -0.449
C 2.214 -1.923 0.438
O -1.792 1.387 -1.141
N -0.414 0.471 1.954
H 1.280 0.132 -0.530
H -1.192 -0.267 -0.350

Results of the Löwdin charge analysis, in e, for atoms 1 through 8: C -0.068; C -0.407; O 0.092; N 0.089; H 0.091; H 0.067; C 0.049; H 0.082